Record 1
Formula: C47H58F6MgNO4SSb
Source: the Open Molecules 2025 dataset
Level of theory: the ωB97M-V functional and the def2-TZVPD basis

The expectation value of S² is 0.761. The value obtained for the total energy is -98495.2519 eV. The value obtained for the max |F| is 0.43 eV/Å. The HOMO-LUMO gap (alpha / beta) comes out at 7.114 / 5.536 eV. As for the charge: -1. Its spin multiplicity is 2.

Element x y z (Å)
H  -1.76  1.46  -4.54
C  2.86  -2.31  0.80
H  1.45  -7.62  0.35
C  -2.52  1.49  -1.99
C  -0.54  -7.41  2.22
H  2.22  2.55  -0.33
C  -3.01  -2.76  -2.07
N  -3.91  3.41  0.95
C  0.07  0.22  -6.38
H  2.09  1.63  -7.47
H  -2.63  1.90  -0.99
C  -3.25  -0.64  -3.10
H  7.56  -2.12  -3.43
C  -1.13  1.77  -2.54
C  3.13  0.86  -1.27
H  -2.02  -2.61  -5.50
C  6.85  -1.77  -2.68
C  0.77  -6.63  2.16
C  0.36  1.79  -4.46
C  -2.39  -0.77  -0.85
C  1.79  -7.47  1.37
C  -3.85  2.29  1.23
H  -1.34  2.60  -6.47
C  1.42  2.03  -3.60
H  -3.10  -3.84  -2.07
H  -0.96  -7.58  1.23
C  4.55  -0.84  -2.28
F  0.31  -1.23  5.27
H  -6.02  -2.41  -3.88
H  3.71  -2.97  0.96
C  1.28  -6.43  3.59
C  4.12  -1.71  -1.28
C  4.93  -2.50  -4.11
C  -0.76  -3.54  0.45
C  1.71  -4.44  1.31
H  0.05  3.69  -6.43
C  4.04  0.45  -2.24
H  1.92  -8.44  1.84
H  2.68  -4.76  1.69
H  -0.28  -2.32  -2.36
H  -3.02  -1.19  -5.79
C  2.01  1.76  -6.39
O  -0.24  2.12  -0.34
C  -3.05  -2.27  -5.65
H  -0.42  3.42  1.22
C  -0.63  -4.78  1.08
O  -1.94  -0.19  0.25
C  0.60  -5.27  1.49
H  -1.53  -5.34  1.26
H  2.73  -1.73  1.72
H  6.57  -0.61  -5.11
F  -1.68  0.25  4.30
C  -0.28  2.68  -6.71
H  -3.26  1.97  -2.64
F  2.01  0.07  3.67
H  2.25  -5.91  3.60
H  -0.16  2.57  -7.79
H  5.63  -2.86  -4.88
H  0.26  4.13  -0.27
H  1.41  -7.39  4.09
H  -1.49  3.78  -0.15
F  -0.14  -1.00  2.52
H  0.19  0.08  -7.45
C  -2.18  -3.01  0.28
C  0.49  -1.69  -1.91
C  -0.04  2.03  -1.71
H  0.58  -5.82  4.17
H  -3.54  -0.02  -3.95
C  -3.98  -4.18  -4.38
C  -3.39  -2.02  -3.19
C  2.69  -0.03  -0.27
Mg  -0.09  0.25  0.82
C  -0.91  1.67  -3.90
H  -2.40  -2.43  1.18
H  4.98  0.12  -4.88
C  5.54  -1.32  -3.35
H  6.67  -2.58  -1.97
H  -2.84  -3.87  0.28
H  2.43  2.09  -3.98
C  0.39  -2.81  0.19
H  7.30  -0.94  -2.13
F  -0.06  1.43  2.54
O  0.29  -1.60  -0.49
C  -3.94  -2.66  -4.46
F  0.47  1.59  5.24
Sb  0.18  0.18  4.04
H  4.70  -3.33  -3.45
H  -5.77  -2.60  -5.63
H  1.49  -2.08  -2.12
H  6.34  0.64  -3.88
H  -1.29  -6.89  2.83
H  -3.43  -2.72  -6.58
C  -0.49  3.45  0.14
H  -0.99  0.08  -6.14
H  2.64  1.01  -5.91
H  -4.63  -4.52  -3.57
H  -0.36  -8.39  2.68
C  0.55  1.62  -5.97
C  -2.53  -2.16  -0.92
H  -4.37  -4.59  -5.32
C  -2.75  0.00  -1.98
H  4.50  -2.73  -1.26
H  -2.98  -4.60  -4.22
H  0.42  -0.68  -2.30
C  5.87  -0.22  -4.36
S  -3.76  0.67  1.57
H  0.64  -0.55  -5.85
H  2.76  -6.98  1.33
H  3.17  2.94  -1.78
C  1.63  -3.20  0.69
H  -5.39  -1.07  -4.83
C  3.22  -1.35  -0.30
H  4.01  -2.20  -4.61
C  2.48  2.22  -1.34
H  4.35  1.18  -2.98
C  1.25  2.14  -2.22
O  1.84  0.34  0.64
H  2.41  2.75  -6.14
C  -5.36  -2.15  -4.72

***

Record 2
Formula: C3H5NO3
Source: the Open Molecules 2025 dataset
Level of theory: the ωB97M-V functional and the def2-TZVPD basis

The value obtained for the total energy is -10819.8622 eV. The value obtained for the max |F| is 5.95 eV/Å. The HOMO-LUMO gap comes out at 9.923 eV. Its spin multiplicity is 1.

Element x y z (Å)
C  -0.59  0.72  -0.55
H  -1.57  0.63  -0.96
H  1.29  -2.57  0.82
O  0.37  -2.14  0.94
H  0.39  1.13  1.30
H  -0.86  -0.32  1.36
N  0.62  -0.91  0.24
H  -0.05  2.90  -0.13
O  0.22  -1.06  -2.05
C  -0.15  0.24  0.84
C  0.20  -0.53  -0.98
O  0.11  1.91  -0.83

***

Record 3
Formula: C30H50Cl6HfP2Si2
Source: the Open Molecules 2025 dataset
Level of theory: the ωB97M-V functional and the def2-TZVPD basis

The value obtained for the total energy is -142696.7009 eV. The value obtained for the max |F| is 1.62 eV/Å. The HOMO-LUMO gap comes out at 5.863 eV. Its spin multiplicity is 1.

Element x y z (Å)
H  4.16  -3.07  -2.67
H  -3.16  -2.92  0.76
H  4.23  2.17  -0.66
C  1.48  1.02  -1.78
H  0.84  4.67  2.44
C  0.18  -0.89  -1.97
H  1.01  -4.15  3.21
H  -2.80  -1.97  -0.69
H  -3.38  -3.64  -0.85
H  4.52  -2.87  -0.94
C  -2.82  2.89  -0.82
H  4.32  2.18  -2.44
H  -0.64  -1.56  -2.21
C  1.44  -3.49  0.45
H  -0.68  5.22  3.17
H  -1.99  -5.52  -0.72
C  3.00  -0.49  4.55
Cl  3.14  -1.21  6.09
H  -1.89  -0.76  0.95
C  2.98  -0.63  2.14
H  -1.92  5.36  0.02
C  1.47  3.69  -3.23
Cl  -3.54  0.19  2.44
H  -3.23  3.00  0.19
H  2.10  3.35  -4.07
H  -1.81  -3.24  2.32
C  2.75  0.90  4.42
C  -1.53  0.06  0.31
Cl  3.50  -2.95  3.49
H  0.35  -1.48  3.59
H  0.15  -4.07  -2.72
C  -0.07  -4.29  3.07
Cl  2.59  3.14  2.95
Si  2.07  2.80  -1.71
C  -1.32  -3.53  -0.27
P  -0.10  -2.57  0.81
H  0.42  3.48  -3.46
C  -1.40  3.47  -0.94
Cl  3.93  -1.21  0.79
H  -0.33  5.62  1.47
H  -0.67  1.13  -2.45
H  -2.87  1.83  -1.08
H  3.40  -0.09  -1.56
C  1.52  -1.32  -1.62
C  3.18  -1.26  3.39
C  -0.74  -3.04  2.49
H  1.17  4.68  -0.28
H  -1.01  -2.23  4.47
H  -1.32  3.10  3.94
H  -1.37  -1.07  3.18
Si  2.06  -3.12  -1.34
Hf  0.63  0.11  0.28
H  -0.51  5.50  -1.08
H  -0.53  -4.50  4.05
H  -3.47  3.44  -1.51
H  -1.96  0.95  0.79
Cl  2.82  1.91  5.80
C  0.16  0.52  -2.08
C  1.33  3.60  -0.15
H  4.11  -4.48  -1.57
H  -1.66  1.75  2.86
C  -0.23  4.85  2.24
C  -1.36  -5.04  0.04
C  -0.92  3.54  1.87
H  1.60  4.77  -3.10
H  -0.90  -3.39  -1.27
C  -2.74  -2.97  -0.25
H  1.35  -5.30  -2.22
H  0.04  2.16  3.27
C  2.31  -0.13  -1.60
H  -0.23  -5.18  2.44
H  -1.97  3.75  1.61
H  4.35  3.72  -1.54
H  1.33  -4.57  0.62
C  -0.67  -1.87  3.48
C  -1.47  5.00  -0.92
H  2.06  3.46  0.66
C  3.93  2.71  -1.57
C  2.26  0.58  2.02
H  2.20  -3.13  1.16
C  3.88  -3.41  -1.66
C  -0.95  2.57  3.05
C  1.21  -4.26  -2.56
C  2.48  1.42  3.14
H  -2.14  -0.05  -0.60
H  -0.97  3.15  -1.89
H  1.74  -4.14  -3.51
H  -0.38  -5.53  -0.01
H  -1.81  -5.23  1.02
P  -0.21  2.75  0.34
H  -2.14  5.31  -1.74